Record 1
{"formula": "C4H32NO15", "method": "ωB97M-V/def2-TZVPD", "total_charge": 1, "e_tot_ha": -1354.84854, "orbital_gap_ev": 10.64, "lumo_energy_ev": -2.35, "de_lowest_kcal_mol": 0.0, "elements": ["O", "C", "O", "C", "C", "C", "O", "N", "H", "H", "H", "H", "H", "H", "H", "H", "H", "H", "O", "H", "H", "O", "H", "H", "O", "H", "H", "O", "H", "H", "O", "H", "H", "O", "H", "H", "O", "H", "H", "O", "H", "H", "O", "H", "H", "O", "H", "H", "O", "H", "H", "O"], "positions_angstrom": [[1.975, -1.557, -2.964], [1.861, -1.326, -1.799], [2.494, -2.062, -0.839], [1.034, -0.256, -1.106], [0.126, 0.435, -2.125], [-0.571, 1.634, -1.510], [-0.835, 1.637, -0.325], [0.231, -0.838, 0.026], [3.014, -2.821, -1.167], [1.744, 0.505, -0.717], [0.710, 0.743, -3.006], [-0.672, -0.244, -2.512], [-0.840, 2.454, -2.179], [0.780, -1.209, 0.790], [-0.344, -0.112, 0.404], [-0.407, -1.661, -0.333], [2.021, -0.702, 3.117], [2.600, -0.217, 1.754], [1.772, -0.258, 2.293], [0.491, 3.140, 1.559], [1.534, 4.209, 1.715], [0.889, 3.904, 1.073], [-1.577, 1.168, 1.897], [-1.783, -0.426, 2.193], [-2.234, 0.467, 1.953], [-0.863, -2.400, 2.891], [-1.853, -2.428, 1.634], [-1.016, -1.935, 2.075], [1.594, 3.767, -1.854], [1.246, 3.257, -0.420], [1.502, 2.952, -1.348], [-3.535, -0.973, -2.861], [-3.357, -0.527, -1.433], [-2.888, -0.730, -2.229], [-3.824, -3.580, 0.954], [-3.615, -2.054, 0.547], [-3.142, -2.911, 0.777], [4.426, 1.873, -1.671], [2.962, 2.016, -1.272], [3.681, 1.425, -1.238], [-0.110, 1.972, 3.436], [0.634, 1.069, 2.422], [0.058, 1.785, 2.483], [-4.816, -0.018, 0.377], [-3.280, 0.034, 0.758], [-3.996, -0.425, 0.197], [-1.935, -2.035, -1.769], [-1.985, -3.062, -0.563], [-1.318, -2.619, -1.175], [3.972, 0.377, 0.160], [3.600, -1.076, 0.169], [3.846, -0.364, 0.760]], "lowdin_charge": [0.1783, -0.4445, 0.0796, -0.1759, -0.0746, -0.2164, 0.0233, 0.1891, 0.1637, 0.1361, 0.1416, 0.1230, 0.1356, 0.0983, 0.0803, 0.1097, 0.0872, 0.0085, -0.0662, 0.0133, 0.0676, -0.0519, 0.0024, 0.0518, -0.0899, 0.0644, 0.0807, -0.0884, 0.0913, 0.0416, -0.0695, 0.0659, -0.0032, -0.0129, 0.1081, 0.0542, -0.0708, 0.0910, -0.0349, -0.0296, 0.1264, -0.0293, -0.0339, 0.0656, 0.0538, -0.0574, 0.0610, 0.0518, -0.0999, 0.0168, 0.0179, -0.0308]}

Record 2
{"formula": "C2H3BrO2", "method": "ωB97M-V/def2-TZVPD", "e_tot_ha": -2802.44198, "orbital_gap_ev": 11.27, "lumo_energy_ev": 0.52, "smiles": "O=COCBr", "de_lowest_kcal_mol": 44.9, "elements": ["O", "C", "O", "C", "Br", "H", "H", "H"], "positions_angstrom": [[2.436, 0.204, -0.457], [1.363, 0.783, -0.329], [0.012, 0.444, -0.026], [-0.875, -0.608, 0.427], [-2.515, -0.916, -0.576], [1.191, 1.785, -0.802], [-0.472, -1.554, 0.419], [-1.139, -0.139, 1.343]], "lowdin_charge": [0.0665, -0.2524, -0.1464, -0.5573, 0.6468, 0.1508, 0.0274, 0.0645]}